Entry 1:
{"formula": "C6H11Cl2N3O", "method": "wB97M-V/def2-TZVPD", "elements": ["C", "C", "C", "C", "C", "C", "N", "N", "N", "O", "Cl", "Cl", "H", "H", "H", "H", "H", "H", "H", "H", "H", "H", "H"], "positions_angstrom": [[0.620687, 0.048789, -0.707484], [2.735903, -1.078489, 0.056732], [2.744867, 1.254632, -0.044856], [-2.896282, -0.886223, 1.106087], [-2.770731, 0.479810, 0.377127], [-1.686177, 0.340945, -0.626901], [1.513283, 1.275400, -0.622683], [1.510796, -1.112148, -0.432719], [3.372646, 0.127289, 0.332215], [-0.429861, 0.111481, 0.051622], [3.584005, -2.505848, 0.291165], [3.598096, 2.691910, -0.039627], [0.369278, 0.048690, -1.714105], [-1.970695, -1.220902, 1.579547], [-3.760740, -0.764135, 1.964818], [-3.226626, -1.907216, 0.565266], [-2.611654, 1.259389, 1.192448], [-3.813128, 0.754355, -0.013243], [-1.920860, -0.434806, -1.442921], [-1.590009, 1.280549, -1.040011], [1.014534, 2.122718, -0.833707], [1.267995, -2.118055, -0.578088], [4.344675, 0.231870, 0.579322]], "atomic_forces_ev_per_a": [[1.18, 0.61, -0.02], [0.01, 0.30, -0.05], [-2.55, 2.13, -2.20], [-3.13, -1.85, 1.83], [-2.04, -1.32, 1.93], [-1.49, -0.70, -1.02], [2.53, -2.33, 2.29], [1.98, -1.08, 0.88], [-1.75, -0.74, -0.72], [-0.04, -0.77, 1.73], [-0.15, 0.54, 0.08], [0.04, -0.19, 0.43], [-0.44, -0.54, -2.19], [-0.04, 0.50, 0.30], [2.39, -0.43, -1.98], [0.46, 2.76, 0.34], [0.38, -0.82, -1.25], [1.79, -0.39, -0.19], [0.58, 0.86, 1.40], [0.40, 2.06, -1.65], [0.30, 0.73, -0.02], [-0.84, 1.21, -0.20], [0.43, -0.53, 0.28]], "max_force_ha_per_bohr": 0.0804, "multiplicity": 1, "lumo_energy_ev": -9.811, "total_charge": 2, "smiles": "CCCO[C@H]1NC(Cl)=[NH+]C(Cl)=[NH+]1", "e_above_lowest_kcal_mol": 3.2}

***

Entry 2:
{"formula": "C6H11Cl4CrGaO2", "method": "wB97M-V/def2-TZVPD", "elements": ["Cr", "Cl", "C", "H", "H", "H", "Ga", "C", "C", "C", "H", "H", "H", "H", "H", "H", "H", "H", "Cl", "C", "Cl", "Cl", "C", "O", "O"], "positions_angstrom": [[0.021982, 0.101022, 1.348141], [-0.993206, -1.076047, 2.977027], [1.945288, -0.518527, 1.784067], [2.597295, 0.336006, 2.028076], [2.339557, -1.032312, 0.892122], [1.936454, -1.211384, 2.641937], [-0.891056, -1.512688, -2.003067], [-2.863670, -1.296871, -1.908376], [-0.135972, -3.327335, -2.126534], [0.034466, -0.128956, -0.969365], [0.844867, -3.282422, -2.616484], [0.003585, -3.787218, -1.137150], [-0.789656, -3.986925, -2.708480], [-3.155137, -0.310435, -2.297830], [-3.365726, -2.072005, -2.503189], [-3.237582, -1.368336, -0.873344], [1.144835, -0.182255, -1.017354], [-0.287741, 0.854183, -1.374779], [0.046055, 4.792791, 2.802551], [0.866875, 4.006601, 1.450137], [0.515196, 4.823933, -0.102236], [2.626098, 3.893574, 1.744206], [0.374935, 2.499178, 1.337506], [-0.455241, 2.039616, 2.181984], [0.877499, 1.746812, 0.450434]], "atomic_forces_ev_per_a": [[0.74, -0.12, -1.80], [-0.33, -0.33, -0.08], [0.02, -0.31, 0.10], [-0.25, -0.12, -0.15], [-0.06, 0.16, 0.28], [-0.02, 0.20, -0.35], [0.10, 0.32, 2.35], [-0.46, -0.06, -0.69], [0.12, -0.45, -0.64], [0.15, -0.65, -0.41], [-0.11, -0.18, 0.09], [-0.08, 0.33, -0.15], [0.18, -0.07, 0.03], [-0.07, -0.23, 0.10], [-0.14, 0.21, 0.11], [0.37, 0.00, -0.28], [-0.62, 0.16, -0.10], [0.22, -0.32, 0.61], [0.26, 0.13, -0.35], [-0.29, -1.14, -0.17], [0.18, -0.09, 0.51], [-0.35, 0.34, -0.08], [-0.37, -1.05, 0.34], [0.86, 1.32, -0.61], [-0.06, 1.94, 1.34]], "max_force_ha_per_bohr": 0.0462, "multiplicity": 4, "lumo_energy_ev": [2.580, 2.624], "total_charge": -1, "s_squared": 3.90, "e_above_lowest_kcal_mol": 20.0}

***

Entry 3:
{"formula": "C6H11ClCoF3O2V", "method": "wB97M-V/def2-TZVPD", "elements": ["Co", "Cl", "C", "C", "H", "H", "H", "H", "H", "H", "V", "C", "C", "H", "H", "H", "H", "H", "F", "C", "F", "F", "C", "O", "O"], "positions_angstrom": [[0.261713, -0.573327, -1.926644], [0.905541, -2.279611, -0.661849], [1.889379, 0.490913, -2.430290], [-0.707812, -1.534007, -3.402035], [1.867921, 0.899671, -3.468383], [1.995595, 1.350082, -1.725292], [2.795369, -0.153144, -2.338243], [-0.648875, -1.034750, -4.395662], [-1.787971, -1.621944, -3.138947], [-0.301361, -2.563984, -3.523205], [-0.220850, -0.636434, 0.548518], [-1.817094, -1.541613, 1.608705], [-1.002731, 0.604380, -0.882814], [-2.794073, -1.141734, 1.273611], [-1.786115, -2.634633, 1.418796], [-1.720274, -1.359552, 2.700254], [-2.059429, 0.502657, -1.266397], [-0.758451, 1.693963, -0.868360], [1.161216, 3.296833, 3.413170], [1.194118, 1.955503, 3.626737], [2.485164, 1.551746, 3.563802], [0.748404, 1.743557, 4.892734], [0.296062, 1.192148, 2.585619], [-0.897831, 1.486961, 2.527029], [0.902384, 0.306318, 1.869145]], "atomic_forces_ev_per_a": [[0.07, 1.19, -2.37], [0.58, -1.23, 0.88], [0.83, 0.56, -0.27], [-0.67, -0.41, -0.85], [-0.10, -0.29, 0.65], [-0.01, -0.54, -0.41], [-0.52, 0.36, -0.01], [0.02, -0.17, 0.60], [0.60, 0.00, -0.12], [-0.18, 0.57, 0.16], [-1.56, 0.29, 1.43], [0.32, -0.09, 0.09], [-0.70, 0.35, -0.11], [0.44, -0.15, 0.13], [-0.14, 0.39, 0.14], [-0.11, -0.12, -0.51], [0.96, -0.11, 0.46], [0.04, -0.75, -0.01], [0.11, -0.78, 0.12], [0.03, -0.19, -0.17], [-0.67, 0.42, 0.24], [0.33, 0.11, -0.65], [-1.15, -0.02, -0.38], [1.45, -0.04, 0.34], [0.04, 0.62, 0.61]], "max_force_ha_per_bohr": 0.0515, "multiplicity": 7, "lumo_energy_ev": [3.242, 2.398], "total_charge": -1, "s_squared": 12.04, "e_above_lowest_kcal_mol": 0.0}

***

Entry 4:
{"formula": "C6H11ClN", "method": "wB97M-V/def2-TZVPD", "elements": ["C", "C", "C", "C", "C", "C", "N", "Cl", "H", "H", "H", "H", "H", "H", "H", "H", "H", "H", "H"], "positions_angstrom": [[0.123593, 1.167433, 0.911859], [-0.779634, 1.410374, -0.384170], [0.146942, -1.429448, 0.744230], [0.943533, -0.107322, 0.781614], [0.244994, -1.315236, -0.767931], [-1.652356, 0.282268, -0.856658], [1.420502, -0.414131, -0.643209], [-2.809492, -0.342727, 0.220752], [0.691020, 2.109750, 1.134251], [-0.475704, 0.977899, 1.888015], [-1.276028, 2.312640, -0.161660], [-0.263616, 1.701821, -1.252413], [0.683486, -2.244050, 1.119046], [-0.929862, -1.093332, 1.099052], [1.712418, -0.171577, 1.573441], [0.218081, -2.240889, -1.336804], [-1.850934, -0.001156, -1.956058], [1.554134, 0.355920, -1.441195], [2.298919, -0.958240, -0.672168]], "atomic_forces_ev_per_a": [[-1.01, -0.21, 0.21], [0.06, -1.02, 1.40], [-2.87, 3.54, -1.16], [0.95, -0.15, 1.37], [-2.79, 0.71, 1.25], [1.69, -2.29, -1.28], [1.11, 1.23, -2.83], [0.04, 0.21, -0.30], [-0.19, -1.02, -0.47], [0.52, 0.45, -1.80], [-1.47, 0.96, 0.32], [1.53, 0.25, -0.99], [0.20, -1.32, 1.21], [2.10, -2.14, 0.06], [0.21, 0.47, -0.88], [0.41, 0.56, -0.72], [0.26, 1.08, 1.99], [-0.50, -1.66, 2.34], [-0.24, 0.35, 0.28]], "max_force_ha_per_bohr": 0.0915, "multiplicity": 1, "lumo_energy_ev": [-4.309, -4.308], "total_charge": 1, "e_above_lowest_kcal_mol": 77.4}

***

Entry 5:
{"formula": "C6H11ClN3", "method": "wB97M-V/def2-TZVPD", "elements": ["C", "C", "C", "C", "C", "C", "N", "N", "N", "Cl", "H", "H", "H", "H", "H", "H", "H", "H", "H", "H", "H"], "positions_angstrom": [[-3.139269, 1.377833, 0.352584], [-1.886026, 1.306551, 0.770954], [0.125543, -0.025458, 0.351445], [0.600588, -1.430246, 0.323547], [1.320305, 0.764540, -1.666475], [0.935679, 1.055059, -0.241098], [-1.112109, 0.150549, 0.626201], [1.880285, -1.671632, 0.049989], [-0.311702, -2.408803, 0.524631], [2.429481, 1.172752, 0.849047], [-3.663840, 2.253003, 0.558813], [-3.476866, 0.465446, -0.262829], [-1.436020, 2.169188, 1.390350], [1.542419, -0.289149, -1.634010], [2.017645, 1.538551, -1.930490], [0.319489, 0.741720, -2.103055], [0.415987, 1.923941, 0.072940], [2.582194, -0.933007, -0.016548], [2.111153, -2.571658, 0.321286], [-1.264522, -2.226875, 0.697056], [0.009591, -3.362307, 0.965657]], "atomic_forces_ev_per_a": [[0.94, -3.11, -1.38], [1.57, 1.55, 1.43], [-2.37, 0.69, -0.79], [-0.95, -0.42, 0.05], [-2.03, 0.13, 1.60], [1.56, -0.58, 2.13], [0.35, -1.41, 0.22], [-2.00, 0.77, 0.58], [3.73, -2.32, 1.24], [0.15, 0.28, -0.23], [-1.20, 1.07, -0.10], [-0.11, 1.84, 1.11], [-0.53, -1.39, -1.08], [1.21, 0.13, -0.95], [0.30, -0.30, -1.04], [0.29, 0.69, -1.06], [-0.29, 1.24, -0.78], [-0.31, -0.23, 0.37], [1.46, -2.07, 0.04], [-1.04, 0.98, 0.21], [-0.71, 2.45, -1.57]], "max_force_ha_per_bohr": 0.0887, "multiplicity": 1, "lumo_energy_ev": [-5.084, -5.084], "total_charge": 1, "smiles": "C=C/N=C(/C(N)=[NH2+])[C@H](C)Cl", "e_above_lowest_kcal_mol": 26.2}

***

Entry 6:
{"formula": "C6H11ClN4", "method": "wB97M-V/def2-TZVPD", "elements": ["C", "C", "C", "C", "C", "C", "N", "N", "N", "N", "Cl", "H", "H", "H", "H", "H", "H", "H", "H", "H", "H", "H"], "positions_angstrom": [[-0.420842, -1.948803, -0.457947], [-1.215007, -0.911532, -0.862385], [1.019241, -1.708834, -0.070389], [-1.068793, 2.261099, 0.493288], [0.495513, 1.929881, 0.566136], [0.645813, 0.639868, -0.577905], [1.435670, -0.494859, -0.095296], [-0.729695, 0.340615, -0.924325], [1.874515, -2.679573, 0.097025], [-1.536616, 1.495950, -0.807987], [1.535194, 3.335694, 0.217436], [-0.809294, -2.870911, -0.205034], [-2.260367, -1.119179, -1.131721], [-1.693864, 1.962830, 1.388479], [-1.203187, 3.303983, 0.344371], [0.624399, 1.569832, 1.629125], [1.206868, 1.133682, -1.351966], [2.239324, -0.319812, 0.515609], [1.784203, -3.718308, 0.077909], [2.931948, -2.476784, 0.280997], [-2.631498, 1.258195, -0.782101], [-1.598663, 2.014408, -1.603054]], "atomic_forces_ev_per_a": [[1.40, 2.48, 0.12], [0.04, -2.74, 1.07], [-2.97, -2.87, -1.96], [0.94, -0.87, -0.11], [-1.67, -1.56, 0.31], [0.53, 2.75, 2.64], [0.41, 2.90, 1.02], [1.03, 0.99, -0.88], [3.62, -1.33, 1.17], [-3.36, -2.37, 4.18], [-0.63, -1.04, 0.03], [-0.84, -1.87, -0.21], [0.42, 0.36, 0.20], [0.83, -0.20, -1.26], [-0.27, 0.89, -0.38], [0.49, 0.29, -1.29], [-0.01, -0.07, -0.77], [-0.08, 0.60, -0.76], [-1.02, 1.37, 0.00], [-2.64, -0.07, -0.49], [2.63, -0.09, 0.65], [1.13, 2.45, -3.28]], "max_force_ha_per_bohr": 0.1141, "multiplicity": 1, "lumo_energy_ev": -7.712, "total_charge": 2, "smiles": "[NH2+]=C1C=CN2[NH2+]C[C@H](Cl)[C@H]2N1", "e_above_lowest_kcal_mol": 0.0}

***

Entry 7:
{"formula": "C6H11ClN4O2", "method": "wB97M-V/def2-TZVPD", "elements": ["C", "C", "C", "C", "C", "C", "N", "N", "N", "N", "O", "O", "Cl", "H", "H", "H", "H", "H", "H", "H", "H", "H", "H", "H"], "positions_angstrom": [[-1.829490, -0.843307, 0.721429], [0.417228, -0.136467, 0.411789], [-1.545197, -1.655081, -0.449434], [-0.773751, 0.729142, -1.634454], [1.607535, 0.334284, 1.303192], [1.534376, 0.728114, -1.664887], [0.316660, 0.526594, -0.943467], [-0.787154, -0.070219, 1.160659], [-0.333810, -2.096459, -0.728422], [-2.954740, -0.971972, 1.376339], [0.033401, -2.728742, -1.671242], [0.687691, -1.498844, 0.107637], [-2.285636, 1.343858, -1.050268], [-2.333502, -1.815201, -1.165956], [-0.613041, 1.036310, -2.659198], [1.257936, 1.209192, 1.858634], [2.426411, 0.622100, 0.674815], [1.942612, -0.309651, 2.177276], [2.274241, -0.121981, -1.678726], [1.571091, 1.170901, -2.736057], [2.090117, 1.454494, -1.016112], [-0.853028, 0.460155, 1.997802], [-3.645324, -1.562159, 1.113714], [-3.077446, -0.364929, 2.125354]], "atomic_forces_ev_per_a": [[1.86, -1.03, 0.60], [1.20, -0.94, 1.41], [-0.99, 0.03, 0.16], [-0.02, 2.59, 1.22], [-0.81, 0.31, 0.77], [4.46, 0.82, -0.82], [-1.92, -0.44, -0.97], [-2.05, -1.10, -1.22], [-0.01, 1.28, -0.89], [3.58, 2.14, -0.64], [0.05, 0.09, 1.11], [0.21, -0.54, -0.38], [0.81, -0.73, -0.55], [-0.03, -0.68, 0.00], [-0.15, -0.52, -0.33], [0.06, 0.39, -0.41], [0.56, -0.09, 0.11], [-0.65, -0.11, -1.69], [-1.33, 0.23, 0.09], [-1.07, -0.76, 1.90], [-0.44, -0.13, -0.90], [0.15, 0.49, 0.72], [-2.61, -2.33, -1.01], [-0.86, 1.04, 1.71]], "max_force_ha_per_bohr": 0.0897, "multiplicity": 1, "lumo_energy_ev": [-9.482, -9.483], "total_charge": 2, "smiles": "C/[N+](=C/Cl)[C@@]1(C)NC(N)=C[N+](=O)O1", "e_above_lowest_kcal_mol": 95.3}

***

Entry 8:
{"formula": "C6H11ClO", "method": "wB97M-V/def2-TZVPD", "elements": ["C", "C", "C", "C", "C", "C", "H", "H", "H", "H", "H", "H", "H", "H", "H", "H", "H", "O", "Cl"], "positions_angstrom": [[0.212412, -1.542537, 0.936651], [0.742319, -0.265314, 0.307146], [1.593126, -0.584234, -0.947297], [-0.334185, 0.738644, -0.021739], [-1.448719, 0.365550, -0.940818], [-0.599359, 1.858764, 0.916937], [-0.392979, -2.118488, 0.193032], [-0.369102, -1.323819, 1.862958], [1.098750, -2.186118, 1.261235], [1.400346, 0.189395, 1.041149], [1.920662, 0.364985, -1.408747], [2.468215, -1.199195, -0.697619], [0.999480, -1.078067, -1.743973], [-1.118893, -0.296855, -1.766478], [-1.880669, 1.286756, -1.400069], [-1.613801, 2.266470, 0.945850], [-0.028857, 1.910451, 1.805377], [0.169517, 2.055104, -0.257379], [-2.818271, -0.441494, -0.086208]], "atomic_forces_ev_per_a": [[0.41, -1.02, 0.51], [0.44, -0.58, -0.57], [-0.38, 0.62, -0.38], [0.18, 0.56, 0.97], [-0.66, 0.31, -1.21], [-0.67, -0.76, -0.93], [0.34, 0.33, 0.82], [0.17, -0.26, -0.79], [-1.16, 0.72, -0.53], [0.12, 0.35, 0.06], [0.14, -0.38, 0.30], [-0.30, 0.15, -0.11], [0.27, -0.07, 0.57], [-0.25, 0.28, 0.59], [0.43, -0.72, 0.42], [0.36, 0.14, -0.10], [0.40, 0.04, 0.95], [-0.07, 0.27, -0.44], [0.24, 0.02, -0.12]], "max_force_ha_per_bohr": 0.0285, "multiplicity": 1, "lumo_energy_ev": 0.889, "smiles": "CC(C)[C@@]1(CCl)CO1", "e_above_lowest_kcal_mol": 24.4}